{
  "formula": "C7H12NO",
  "method": "ωB97M-V/def2-TZVPD",
  "total_charge": 1,
  "gap_ev": [7.33, 8.61],
  "lumo_ev": [-4.724, -3.900],
  "de_lowest_kcal_mol": 127.7,
  "symbols": ["C", "C", "C", "C", "C", "C", "C", "N", "O", "H", "H", "H", "H", "H", "H", "H", "H", "H", "H", "H", "H"],
  "coordinates": [[0.12026, 1.86556, -0.42263], [-0.94403, 1.66267, 0.28155], [-1.54287, -0.45286, 1.07795], [-0.04585, -0.63949, 0.90774], [-1.97015, 1.01792, 1.06479], [1.03670, 0.73759, -0.96106], [1.62801, -1.48627, -0.56810], [0.51914, -0.57930, -0.45435], [1.23914, 0.54393, -2.30491], [0.36791, 2.83922, -0.87243], [-1.93891, -0.81338, 0.23875], [-1.72248, -0.98706, 1.97522], [0.57510, 0.07637, 1.46510], [0.23932, -1.60336, 1.22141], [-1.66113, 1.49083, 1.98391], [-3.00259, 1.15824, 0.89433], [1.23916, -2.52681, -0.31712], [2.08669, -1.38455, -1.50768], [2.29307, -1.22552, 0.31660], [-0.15410, -0.89567, -1.22891], [1.63763, 1.20194, -2.79015]]
}